# 1
{"formula": "C8H19PS2", "method": "ωB97M-V/def2-TZVPD", "total_charge": 0, "gap_ev": 9.3, "mol_weight_g_mol": 210.35, "e_tot_ev": -39562.8368, "relative_energy_kcal_mol": 39.64, "elements": ["C", "C", "C", "C", "P", "S", "S", "C", "C", "C", "C", "H", "H", "H", "H", "H", "H", "H", "H", "H", "H", "H", "H", "H", "H", "H", "H", "H", "H", "H"], "positions_angstrom": [[-2.110, -0.107, 1.157], [-1.688, 0.382, -0.217], [-2.371, 1.762, -0.271], [-1.950, -0.582, -1.343], [0.374, 0.998, 0.135], [0.614, 2.275, 1.485], [0.936, 1.616, -1.733], [1.651, -0.484, 0.235], [1.704, -1.423, -1.050], [2.975, 0.114, 0.498], [1.223, -1.350, 1.363], [-1.521, 0.397, 1.878], [-3.083, -0.046, 1.423], [-1.911, -1.177, 1.282], [-1.791, 2.506, 0.319], [-3.338, 1.631, 0.191], [-2.417, 2.149, -1.327], [-2.258, -0.123, -2.283], [-1.086, -1.169, -1.634], [-2.738, -1.320, -0.940], [0.338, 2.754, -1.697], [2.020, -0.951, -1.941], [2.375, -2.210, -0.910], [0.668, -1.836, -1.129], [3.132, 0.657, 1.469], [3.238, 0.783, -0.237], [3.651, -0.702, 0.418], [1.596, -2.343, 1.249], [1.608, -1.028, 2.311], [0.158, -1.172, 1.300]]}

---

# 2
{"formula": "C3H6FNS", "method": "ωB97M-V/def2-TZVPD", "total_charge": 0, "gap_ev": 9.9, "mol_weight_g_mol": 107.15, "e_tot_ev": -18248.9397, "relative_energy_kcal_mol": 55.18, "elements": ["C", "C", "C", "N", "F", "S", "H", "H", "H", "H", "H", "H"], "positions_angstrom": [[2.108, -0.081, -0.044], [0.253, 1.189, 0.273], [0.099, -1.282, -0.237], [0.809, -0.028, -0.116], [2.504, -1.730, 0.347], [3.413, 0.790, -0.160], [-0.136, 1.220, 1.216], [1.021, 2.005, 0.189], [-0.553, 1.412, -0.465], [0.044, -1.896, 0.839], [-0.986, -0.999, -0.556], [0.604, -1.948, -1.048]]}